Here is C42H51BiN11O10S2Te as an isolated structure at a distorted geometry from the OMol25 dataset. Energies are from ωB97M-V/def2-TZVPD.

```
118
Properties=species:S:1:pos:R:3:forces:R:3:mulliken_charge:R:1
C -1.551 -4.574 -4.313 -0.289 -0.219 0.070 -1.9476
C -0.707 1.524 -1.778 0.749 0.172 -0.642 0.3941
H -3.791 4.728 -4.805 -0.743 -0.362 -0.069 0.3908
H -3.570 7.273 6.440 -0.533 0.702 -0.081 0.3247
C 5.997 -0.830 -0.417 -1.607 1.078 1.047 -1.2657
H 6.223 0.178 -3.726 0.382 -0.536 1.574 0.5023
C 6.598 -0.505 -1.625 4.713 -2.290 0.638 -0.9717
H -1.337 -6.901 0.772 0.694 -0.225 0.579 0.4000
H 3.516 1.710 5.650 -0.323 -0.047 0.302 0.3844
H 1.969 -0.969 -6.721 0.193 0.359 -0.315 0.4484
S 1.762 -3.923 6.544 0.521 0.415 -0.164 -0.4913
C -1.564 2.363 -2.683 1.126 -1.508 -1.310 0.8695
H 0.488 1.294 3.566 0.096 0.909 -0.741 0.1459
H 2.170 -2.830 -1.106 -0.912 0.157 -1.016 0.2225
N 8.009 -0.813 -1.909 -3.850 0.750 1.573 0.9167
C 1.227 -2.875 -1.736 0.009 0.301 0.692 -0.8284
O 2.839 -0.369 1.416 -1.361 0.022 0.599 -0.4083
H -1.315 -1.581 0.041 -0.517 -0.795 -0.205 -0.2067
H -2.867 6.705 8.021 -0.297 0.546 -0.082 0.2927
H -3.589 -0.050 -1.339 -1.043 -0.270 -0.507 0.3469
H 3.857 -1.847 -5.468 0.289 -0.334 0.343 0.2521
C 2.076 -2.276 6.294 -0.125 -0.422 -0.318 0.0500
N 3.866 -2.265 4.746 3.158 -1.518 -1.475 -1.1117
C -6.078 -0.768 -1.452 -1.521 -0.335 1.746 -1.6631
C -5.905 -0.908 -3.886 1.152 1.358 -1.885 -1.3867
H -5.156 -0.513 -4.652 -1.091 0.183 0.902 0.2408
C -2.025 -7.095 -0.017 -1.409 1.811 -0.777 -1.7588
H -4.055 4.971 6.758 -0.159 -0.151 -0.056 0.3535
C -1.932 -3.292 -2.162 -1.816 0.345 1.415 -0.7259
H -5.580 -0.626 -0.470 0.039 -0.538 -0.622 0.3457
H 3.928 0.939 4.189 0.373 -0.418 0.267 0.1503
C -2.262 -4.629 -0.157 -1.106 0.847 0.735 -0.7259
O 3.255 2.048 -3.233 1.456 -2.633 -1.964 -0.6092
C 4.594 0.202 -2.425 -1.537 1.800 -3.050 0.8145
O 2.530 0.171 -1.308 -1.401 0.156 0.601 -0.1140
H 1.926 3.323 3.610 0.148 -1.036 -1.429 0.2333
N 1.636 -0.099 6.176 -0.081 2.010 1.456 -0.8010
N -1.192 6.675 5.132 1.103 0.695 -1.760 -0.1060
N -2.776 5.088 5.151 -0.602 -1.685 -2.195 -0.1625
C -2.236 -2.209 0.147 -1.092 1.683 -0.917 -0.9880
C -2.817 6.696 6.930 0.656 -0.443 0.707 -0.4303
C -1.975 1.925 -3.966 -1.236 0.772 1.178 -0.1068
H -1.662 0.979 -4.437 -0.201 0.618 0.503 0.4976
C 0.313 -1.702 -3.834 0.431 -0.222 0.495 0.4924
C 2.888 -1.899 -5.000 -1.338 1.215 -0.754 -0.9781
C 2.685 2.997 1.688 0.143 1.883 2.169 0.6126
H 4.121 -1.826 3.863 -0.232 0.534 -0.277 0.3494
H -0.311 -0.883 -5.712 -0.180 0.281 -0.240 0.4458
C 3.841 -0.032 -1.310 0.116 0.055 2.223 -0.3479
H -6.780 -0.228 -3.734 0.749 -0.581 -0.562 0.3253
N 0.678 1.893 2.745 0.962 0.327 -0.944 -0.4007
C -1.922 -4.491 -2.861 0.848 0.858 -0.682 1.6108
O 3.584 3.817 1.946 -1.087 -1.378 -0.772 -0.7520
C -3.296 3.985 -4.202 0.901 -0.465 1.054 -0.7770
H -1.261 -3.653 -4.833 -0.195 -0.151 0.406 0.1536
C -2.319 -3.419 -0.786 2.408 2.528 -0.282 1.1499
H -0.055 2.526 2.404 -0.041 -0.498 0.917 0.0538
N 1.922 2.597 2.847 -0.363 0.358 1.906 -0.0701
H -2.432 -5.025 -4.789 0.514 -0.096 -0.445 0.4695
N 3.014 -1.619 5.525 -2.288 -1.677 1.175 0.6998
H -3.847 0.583 -2.955 -0.079 -0.121 -0.131 0.5438
H -4.876 -2.181 -2.547 -0.205 -0.638 0.190 -0.0867
C 2.623 -2.380 -3.731 0.519 -0.254 -0.362 -0.0098
H -3.134 5.313 -2.516 0.693 -0.197 -0.598 0.3004
C 1.366 -2.311 -3.152 0.439 -0.086 1.031 0.8240
C 5.910 -0.074 -2.680 -2.544 1.891 -2.957 -0.2142
O 8.714 -1.236 -0.965 1.215 -0.606 0.981 -0.8584
H -2.991 -7.338 0.435 -0.016 0.207 0.028 0.3149
H -2.340 4.529 7.115 -1.010 1.205 -0.408 0.2781
N 1.303 -1.273 6.734 -1.163 -0.909 0.137 0.0753
H -1.335 4.032 -1.413 -0.249 -0.099 0.510 0.5193
H -3.073 -1.439 -0.010 0.984 -1.274 0.241 -0.0648
C 4.001 -0.825 1.133 2.131 0.893 -0.354 0.3958
Bi 1.148 0.620 0.358 1.802 0.499 -1.712 1.6131
H -3.180 4.272 4.661 0.488 0.729 0.694 0.2514
C -2.117 -5.779 -0.856 -0.011 -3.297 0.391 0.8523
O 4.233 0.660 -4.717 -1.135 1.310 0.417 -0.6403
Te -1.697 -1.188 -3.039 -0.567 -0.407 -0.800 0.4441
C -3.033 5.256 6.536 0.953 -1.301 1.154 -0.6186
H 0.447 -2.285 -1.195 0.545 -0.569 -0.276 -0.4262
H -0.535 7.236 4.589 -0.183 -0.635 0.387 0.2410
N -0.712 0.213 -1.711 -0.349 -0.765 -0.380 -0.1178
C 3.827 0.743 5.268 -1.253 0.313 -1.285 -1.1975
S -1.120 4.909 3.104 0.225 0.201 -0.596 -0.3270
C 0.522 -1.273 -5.150 1.576 0.055 0.475 -0.8636
C 1.840 -1.285 -5.706 -1.477 -1.306 0.877 -0.8040
H -0.695 -5.247 -4.264 -0.022 -0.090 -0.920 0.4344
O 0.120 2.230 -1.059 -0.820 -1.366 0.097 -0.7946
C -1.863 3.627 -2.257 -0.427 0.384 -0.131 -0.8436
H 6.609 -1.225 0.395 -0.320 0.113 -0.326 0.4974
C -1.679 5.575 4.489 -0.978 0.723 1.758 -0.0469
O 8.372 -0.647 -3.089 1.238 0.101 -1.739 -0.8384
C -3.906 -0.336 -2.370 1.920 0.448 0.528 -1.6626
C -1.414 7.046 6.504 1.867 -1.353 1.177 -0.5719
H -0.766 6.327 7.165 -0.670 1.435 -0.883 0.2102
N 3.906 1.029 -3.594 0.551 0.341 2.507 1.1668
H -6.913 -1.494 -1.286 0.416 0.396 -0.164 0.3879
H -0.988 8.069 6.629 -0.871 -0.637 0.163 0.3458
C -2.025 -5.744 -2.225 -0.076 0.723 -0.177 -0.8424
H 3.692 -3.256 4.582 -0.545 0.479 0.663 0.2642
H 4.770 0.499 5.745 0.049 -0.433 -0.157 0.3490
C 4.612 -0.489 -0.201 0.965 -1.530 -0.760 0.5973
C 2.755 -0.301 5.545 0.743 1.154 0.339 1.1120
H -2.454 -4.645 0.913 0.282 -0.159 -0.034 0.3565
H -2.273 -2.557 1.159 -0.102 -0.044 0.678 0.5590
H 3.442 -2.800 -3.176 0.186 -0.165 0.290 0.4259
H 0.468 -1.456 7.336 1.200 0.619 -1.189 0.2186
H -1.992 -6.629 -2.868 0.147 0.143 0.439 0.3535
H -6.143 -1.832 -4.364 -0.973 -0.754 -0.100 0.3871
H -1.773 -7.932 -0.608 0.674 -0.886 -0.654 0.4014
H -6.553 0.213 -1.598 0.129 -0.156 -0.359 0.3959
H 0.919 -3.943 -1.754 -0.003 0.575 -0.005 0.3805
C -5.184 -1.146 -2.606 1.529 0.731 1.971 1.6578
C -2.743 4.390 -2.987 -1.003 1.509 0.292 -0.2582
O 4.731 -1.359 1.970 -0.578 -0.531 0.535 -0.9230
H -3.460 2.175 -5.445 0.483 0.924 0.190 0.2710
O 2.252 2.577 0.576 -0.050 -1.235 -0.726 -0.6187
C -2.965 2.698 -4.598 0.378 -1.202 -1.698 -0.6010
```
Forces are in eV/Å.

Values from the calculation:
Orbital gap (spin up / spin down)   1.8950 / 5.5727 eV
Multiplicity   2
LUMO level (spin up / spin down)   2.687 / 2.687 eV
Net charge   -2
HOMO (spin up / spin down)   0.0291 / -0.1061 Ha
Expectation value of S²   0.765


Here is C42H51IrN7 as an isolated structure at a distorted geometry from the OMol25 dataset. Energies are from ωB97M-V/def2-TZVPD.

```
101
Properties=species:S:1:pos:R:3:forces:R:3:mulliken_charge:R:1
C 0.538 4.406 -0.546 0.066 0.158 -0.089 1.7228
H -0.775 -3.622 2.452 -0.022 -0.026 0.024 0.2625
H -3.888 -1.652 3.376 0.008 0.021 0.018 0.3282
H 0.386 2.312 -2.334 0.036 -0.022 -0.020 0.6308
C 4.204 -0.447 -1.075 -0.123 -0.195 0.011 -1.6822
H -0.527 3.743 3.092 -0.001 -0.009 0.005 0.4570
C -0.723 0.925 -4.332 -0.281 0.166 0.058 -0.8377
H 1.199 6.177 0.541 0.000 -0.019 0.026 0.3605
C 0.544 0.545 2.960 0.263 0.336 -0.045 -0.2754
H -4.320 -3.808 -2.068 0.038 0.013 0.016 0.3387
C 0.103 0.170 -3.612 0.035 -0.379 0.177 -0.4107
C -1.676 -4.126 -3.033 0.109 0.053 -0.048 -1.5944
C -2.008 -2.663 -2.706 -0.234 -0.090 -0.082 1.3687
H -0.751 5.710 -1.692 0.007 -0.009 -0.023 0.4181
H -0.602 0.880 -5.407 0.012 0.016 0.003 0.5153
C 1.743 -4.623 -0.092 -0.029 0.023 0.019 -1.0024
H -1.080 -4.582 -2.238 -0.073 -0.039 -0.011 0.3587
N 1.502 -1.460 2.516 0.385 -0.564 0.337 -1.0608
C -1.470 1.509 -1.379 0.022 -0.375 0.008 2.0654
H 2.935 5.532 -0.975 -0.006 -0.013 0.030 0.3696
N -1.218 -0.887 -0.497 0.137 0.069 1.114 1.1092
H 3.774 0.706 2.183 0.039 0.021 -0.014 0.3248
C -4.401 -3.602 0.050 0.050 0.004 0.133 -1.4419
H -2.187 -3.626 3.508 0.026 -0.012 -0.016 0.5115
C 3.524 0.303 0.061 0.111 0.400 -0.101 2.2831
H -1.116 3.023 5.388 0.034 -0.004 0.009 0.4442
H 5.133 0.054 -1.346 0.004 -0.004 0.014 0.4033
C 4.297 3.912 -0.703 -0.031 0.020 0.023 -1.7037
C 4.236 0.108 1.395 -0.191 -0.144 0.095 -1.6590
H -1.108 -4.179 -3.965 -0.004 -0.017 0.016 0.4373
H -2.260 -2.084 -4.786 -0.019 -0.005 0.017 0.3841
H 5.277 0.416 1.296 -0.003 0.022 0.023 0.4782
H 0.862 -0.445 -4.074 0.024 -0.002 0.024 0.5578
H -2.085 -0.345 -2.345 0.031 -0.324 0.199 -0.4501
H 5.404 2.128 -0.306 -0.011 0.023 0.014 0.4256
H -2.558 -0.816 4.171 0.043 0.047 0.056 0.4482
C -2.832 -2.072 -3.856 0.009 -0.077 -0.049 -1.6760
C -1.343 -0.051 -1.614 -1.187 0.582 0.033 -0.0797
H 2.841 -5.667 1.435 -0.017 0.005 0.016 0.4742
N 0.864 1.497 -0.470 -0.473 0.553 0.651 0.1600
H 0.819 4.804 1.582 0.016 0.029 -0.025 0.3475
C 2.014 2.320 -0.418 0.040 -0.386 -0.146 0.6784
H 0.149 4.565 -2.693 0.009 0.008 0.009 0.3342
C 3.293 1.765 -0.245 0.032 -0.094 -0.117 0.5072
C -3.863 -3.354 -1.195 0.024 0.006 -0.228 -0.3785
H -2.945 1.843 -0.001 0.010 -0.082 0.019 0.3799
C -0.291 1.056 5.145 -0.017 0.031 0.018 -0.7300
H -2.579 -4.723 -3.162 0.032 -0.009 0.032 0.3865
H 0.545 -0.843 4.594 -0.070 0.018 0.019 0.4809
H 0.555 2.155 1.543 -0.148 -0.030 0.014 -0.2127
H -0.782 -2.649 3.938 -0.055 -0.040 -0.026 0.2556
H -3.298 -0.120 2.726 -0.029 -0.037 -0.003 0.2995
C -3.723 -3.125 1.155 -0.020 -0.076 -0.049 -0.6768
N 1.023 -0.423 2.007 -1.056 -0.344 -0.208 1.9251
N -1.957 2.016 -0.137 -0.003 0.386 -0.149 -0.4400
H 2.513 -0.186 0.194 0.270 -0.125 -0.026 -1.8540
C 4.418 2.567 -0.404 -0.032 -0.039 0.060 -0.3458
H -0.513 0.749 6.159 0.011 0.001 -0.010 0.4377
C 2.336 -4.752 1.159 -0.037 0.007 0.028 -0.6304
Ir 0.700 -0.432 0.036 0.783 0.068 -1.043 0.4731
C 0.288 1.846 2.544 0.018 0.035 -0.129 1.4961
H -1.049 -2.146 -2.639 -0.068 0.058 0.007 -0.5243
C -0.620 2.337 4.715 0.039 0.044 -0.042 -0.8486
C -1.807 1.825 -3.848 0.140 -0.147 -0.162 -0.7815
C 3.033 4.469 -0.788 -0.011 -0.007 -0.035 -0.5244
H -2.367 2.316 -4.634 0.013 -0.017 -0.017 0.5221
C -1.394 -2.997 3.100 0.067 0.111 0.001 -1.5779
H -3.154 -1.046 -3.673 -0.029 -0.036 -0.039 0.3350
C 0.297 0.159 4.276 0.022 -0.207 -0.016 -0.5438
H 2.703 -3.730 3.036 -0.031 -0.042 -0.017 0.6241
C 0.517 5.335 0.676 -0.043 -0.028 -0.034 -1.6254
C 1.883 3.704 -0.625 -0.056 0.141 0.168 0.5244
C -2.155 2.095 -2.587 0.120 -0.009 0.127 -1.2205
N 0.023 0.142 -2.163 0.716 0.281 -0.002 -0.0395
H -1.189 -1.128 2.071 0.076 0.142 -0.036 -1.2708
H -3.734 -2.669 -4.013 0.018 0.023 0.000 0.4062
H 0.665 -3.267 -1.391 0.006 0.021 0.020 0.4287
C 0.210 5.204 -1.809 -0.035 -0.034 -0.004 -1.7170
H -0.487 5.737 0.825 0.020 0.005 0.006 0.4255
H -1.427 1.662 0.649 -0.105 -0.161 -0.026 -0.4286
H 0.965 5.969 -2.002 -0.018 -0.013 -0.003 0.3520
H -0.251 3.671 -0.398 0.046 -0.014 0.017 -0.4929
C -2.715 -2.587 -1.354 0.173 -0.287 -0.229 -0.0512
C 0.052 1.573 -1.606 0.230 0.379 -0.195 -1.1693
C -2.616 -2.287 1.040 -0.219 0.215 0.045 0.4096
N 1.084 -2.403 0.427 -0.317 -0.133 -0.375 0.7815
H 1.756 -5.437 -0.803 0.008 0.027 -0.015 0.5157
C -2.993 -1.055 3.201 0.120 0.106 -0.061 -1.5175
H -5.300 -4.195 0.161 0.027 -0.023 0.011 0.4232
C -0.305 2.737 3.423 -0.001 -0.057 0.096 -0.6194
H -2.964 2.790 -2.392 -0.001 -0.019 -0.039 0.4857
H 5.179 4.522 -0.843 -0.010 0.002 0.012 0.3981
H 4.441 -1.471 -0.776 0.000 0.010 -0.028 0.4090
C 1.624 -2.540 1.644 0.227 0.264 0.165 0.1338
C -2.166 -1.915 -0.239 0.347 -0.037 -0.187 0.4321
C 1.132 -3.430 -0.428 -0.168 -0.030 -0.026 -0.3488
C -1.987 -1.811 2.328 -0.169 -0.043 0.086 1.9886
H 3.564 -0.483 -1.958 0.034 0.062 -0.022 0.3082
H -4.076 -3.396 2.143 0.012 0.051 -0.021 0.3576
H 4.223 -0.940 1.704 0.077 0.009 -0.045 0.3399
C 2.265 -3.696 2.047 0.180 -0.133 0.209 -0.7967
```
Forces are in eV/Å.

Values from the calculation:
Orbital gap   4.9656 eV
Multiplicity   1
LUMO level   -4.681 eV
Net charge   +1
HOMO   -0.3545 Ha


ΔE to the lowest compared entry with this formula, charge and spin: 0.000, 1.490 (eV)